The following is a DFT calculation (ωB97M-V/def2-TZVPD) of a molecular structure, C38H36BN3O2PSSbV.

Structure (XYZ):
```
84
Properties=species:S:1:pos:R:3
V -0.168 0.937 -1.647
N -2.049 1.978 -3.580
N -2.688 2.884 -2.739
C -2.343 3.017 -1.453
O -2.675 3.752 -0.598
O -1.356 1.977 -1.131
H -1.588 2.483 -4.329
H -2.736 1.344 -3.971
H -3.353 3.555 -3.099
C -4.713 -1.417 -4.315
C -3.564 -2.135 -4.615
C -2.472 -2.092 -3.760
C -2.543 -1.324 -2.596
C -3.708 -0.608 -2.288
C -4.789 -0.657 -3.148
P -1.205 -1.243 -1.415
C 0.114 -2.399 -1.754
C 0.739 -2.411 -3.008
C 1.770 -3.299 -3.254
C 2.187 -4.170 -2.254
C 1.585 -4.145 -1.003
C 0.557 -3.254 -0.741
C -1.901 -1.423 0.227
C -2.574 -2.625 0.481
C -3.191 -2.816 1.705
C -3.167 -1.807 2.663
C -2.525 -0.606 2.402
C -1.886 -0.410 1.187
H -5.565 -1.464 -4.982
H -3.521 -2.744 -5.508
H -1.594 -2.682 -3.987
H -3.779 -0.041 -1.367
H -5.700 -0.125 -2.906
H 0.429 -1.733 -3.792
H 2.248 -3.315 -4.225
H 2.988 -4.871 -2.453
H 1.910 -4.830 -0.231
H 0.097 -3.238 0.239
H -2.621 -3.404 -0.271
H -3.704 -3.747 1.906
H -3.670 -1.956 3.610
H -2.538 0.192 3.136
H -1.422 0.548 0.986
B 1.950 1.156 -5.581
C 1.259 1.065 -4.271
N 0.671 0.977 -3.238
H 3.120 0.985 -5.358
H 1.643 2.251 -5.995
H 1.439 0.283 -6.249
S 1.396 0.514 -0.293
Sb 1.698 1.059 2.144
C 0.103 2.154 2.903
C -0.166 2.077 4.271
C -1.146 2.895 4.810
C -1.847 3.771 3.993
C -1.565 3.852 2.635
C -0.580 3.049 2.082
C 1.886 -0.916 2.772
C 1.011 -1.436 3.724
C 1.196 -2.736 4.170
C 2.233 -3.505 3.659
C 3.090 -2.987 2.695
C 2.921 -1.689 2.244
C 3.407 2.213 2.002
C 3.299 3.549 2.387
C 4.434 4.344 2.360
C 5.646 3.809 1.943
C 5.741 2.477 1.551
C 4.621 1.666 1.579
H 0.397 1.427 4.929
H -1.354 2.854 5.871
H -2.612 4.407 4.421
H -2.106 4.544 2.007
H -0.352 3.132 1.029
H 0.188 -0.853 4.115
H 0.534 -3.145 4.920
H 2.378 -4.516 4.019
H 3.899 -3.591 2.306
H 3.600 -1.295 1.496
H 2.355 3.968 2.716
H 4.373 5.380 2.666
H 6.529 4.434 1.926
H 6.692 2.072 1.231
H 4.705 0.628 1.286
```

Computed properties:
**Energy above the lowest of the compared OMol25 structures with the same formula, charge and spin**: 2.2 kcal per mole
**Total charge**: +3
**HOMO-LUMO gap**: 6.2 eV
**LUMO level**: -10.716 eV
**E_HOMO**: -16.9 eV